[1]
This record from the Open Molecules 2025 dataset describes one molecule with the formula C16H19NO5S. The level of theory is ωB97M-V/def2-TZVPD.

Output
LUMO: 0.271 eV
ΔE to the lowest compared entry with this formula, charge and spin: 25.0 kJ/mol
HOMO-LUMO gap: 9.2 eV
SMILES string: COCCNC(=O)c1ccc(CS(=O)(=O)c2ccc(C)cc2)o1

Last column: natural (NBO) charge in e.
Atoms and positions in Å:
C -4.9045 -0.9503 -0.3058  -0.2478
O -4.5406 0.3404 -0.7246  -0.5282
C -3.1592 0.5907 -0.7578  -0.0670
C -2.5397 0.8175 0.6359  -0.2521
N -1.1344 1.1350 0.5557  -0.6093
C -0.7123 2.3693 0.1797  0.6219
O -1.4669 3.2892 -0.0666  -0.6097
C 0.7511 2.5152 0.1202  0.1597
C 1.5010 3.5580 -0.3560  -0.2246
C 2.8508 3.1961 -0.1670  -0.2836
C 2.8407 1.9626 0.4243  0.2683
C 3.9286 1.0572 0.8124  -0.6738
S 4.0017 -0.3300 -0.4149  2.1695
O 5.0254 -1.2364 0.0286  -0.9362
O 4.1096 0.2335 -1.7303  -0.9338
C 2.4041 -1.1238 -0.2426  -0.3421
C 1.4440 -0.9506 -1.2181  -0.1790
C 0.2091 -1.5587 -1.0650  -0.1823
C -0.0677 -2.3299 0.0599  -0.0125
C -1.3911 -3.0105 0.2230  -0.6373
C 0.9191 -2.4864 1.0312  -0.2195
C 2.1563 -1.8880 0.8815  -0.1681
O 1.5684 1.5366 0.5942  -0.4110
H -5.9845 -1.0133 -0.4223  0.1992
H -4.4307 -1.7187 -0.9306  0.1583
H -4.6486 -1.1372 0.7428  0.1602
H -3.0412 1.5094 -1.3368  0.2111
H -2.6302 -0.2277 -1.2706  0.1451
H -3.0551 1.6643 1.0971  0.2268
H -2.6565 -0.0668 1.2643  0.1948
H -0.4610 0.3878 0.6174  0.4124
H 1.1173 4.4601 -0.7846  0.2462
H 3.7161 3.7696 -0.4262  0.2363
H 3.7642 0.5793 1.7744  0.2498
H 4.8964 1.5466 0.7807  0.2693
H 1.6812 -0.3517 -2.0832  0.2493
H -0.5418 -1.4384 -1.8319  0.2131
H -1.2851 -4.0754 0.0168  0.2326
H -1.7574 -2.9079 1.2426  0.2220
H -2.1294 -2.6052 -0.4632  0.2173
H 0.7141 -3.0892 1.9036  0.2194
H 2.9386 -2.0224 1.6119  0.2353

Forces on the atoms, in the same order (eV/Å):
0.000 -0.011 -0.005
-0.101 0.146 0.049
0.227 0.135 0.101
-0.410 0.093 -0.252
0.070 -0.172 -0.057
-0.022 -0.520 0.269
-0.009 0.220 -0.110
0.520 1.037 -0.431
-0.628 -0.590 0.252
0.096 -0.647 0.374
0.145 0.968 -0.286
-0.427 -0.939 -0.643
0.282 0.093 0.301
-0.108 -0.106 0.337
-0.332 0.192 -0.098
0.534 0.265 -0.099
0.072 0.023 -0.132
0.098 -0.066 0.027
0.042 0.060 -0.004
0.015 -0.065 -0.017
0.039 0.098 -0.047
0.048 -0.089 0.085
-0.189 0.007 0.203
0.015 -0.102 0.046
-0.011 0.006 0.013
-0.010 -0.031 -0.006
0.117 -0.123 0.030
-0.011 0.038 0.007
-0.006 -0.160 0.037
-0.007 0.063 0.024
0.031 0.064 0.018
-0.161 0.167 -0.075
0.248 0.067 -0.053
0.054 0.004 0.136
0.093 -0.042 -0.072
-0.036 0.093 -0.129
-0.090 0.015 -0.064
-0.065 -0.074 -0.008
-0.079 -0.006 0.056
-0.097 0.016 -0.030
-0.008 -0.062 0.101
0.061 -0.069 0.151

***

[2]
This record from the Open Molecules 2025 dataset describes C16H20As2CoO6S2 as an isolated structure. The level of theory is ωB97M-V/def2-TZVPD.

Output
LUMO (alpha / beta): -0.303 / 0.230 eV
HOMO-LUMO gap (alpha / beta): 8.9 / 9.3 eV
2S+1: 2

Last column: natural (NBO) charge in e.
Atoms and positions in Å:
Co 0.3278 -0.1837 -0.1724  0.8264
C -0.9381 2.7849 -1.9103  -0.9509
As -1.0042 1.6588 -0.3397  1.1170
C -0.6544 2.8719 1.1274  -0.9411
C -2.8729 1.2236 -0.0203  -0.3640
C -3.9215 2.1127 -0.2286  -0.1440
C -5.2119 1.7559 0.1310  -0.2104
C -5.4583 0.5168 0.7085  -0.1949
C -4.4184 -0.3772 0.9086  -0.1957
C -3.1237 -0.0298 0.5384  -0.3571
As -1.6066 -1.2405 0.6185  1.0968
C -1.5977 -2.0741 2.3650  -0.9465
C -2.1362 -2.6734 -0.5707  -0.9413
H -1.4350 3.7386 -1.7389  0.2281
H -1.4030 2.2684 -2.7478  0.2442
H 0.1163 2.9436 -2.1261  0.2727
H -1.4367 3.6284 1.1750  0.2255
H 0.3223 3.3291 0.9843  0.2624
H -0.6335 2.2922 2.0480  0.2477
H -3.7345 3.0854 -0.6684  0.2074
H -6.0289 2.4460 -0.0338  0.2216
H -6.4660 0.2461 0.9949  0.2223
H -4.6196 -1.3485 1.3460  0.2155
H -2.4648 -2.7154 2.5132  0.2289
H -1.5743 -1.3018 3.1315  0.2439
H -0.6794 -2.6571 2.4151  0.2696
H -3.0934 -3.0965 -0.2694  0.2265
H -1.3587 -3.4357 -0.5457  0.2595
H -2.2051 -2.2744 -1.5806  0.2481
O 1.3921 -1.7815 0.8327  -1.0142
S 1.9918 -2.2478 -0.4365  2.3915
O 2.2651 -3.6534 -0.5137  -0.9514
O 1.1245 -1.7315 -1.5150  -1.0228
C 3.5896 -1.4124 -0.5092  -0.3509
C 4.6674 -2.2652 -0.6922  -0.1784
C 5.9703 -1.7862 -0.7342  -0.1982
C 6.2069 -0.4340 -0.5897  -0.2004
C 5.1373 0.4315 -0.4050  -0.2034
C 3.8329 -0.0347 -0.3600  -0.2365
S 2.5930 1.2510 -0.1524  2.3808
O 3.2755 2.5116 -0.1838  -0.9520
O 1.8377 0.9863 1.0802  -1.0145
O 1.6498 1.0200 -1.2787  -1.0056
H 4.4709 -3.3218 -0.7992  0.2522
H 6.7875 -2.4803 -0.8787  0.2181
H 7.2134 -0.0389 -0.6208  0.2181
H 5.3046 1.4932 -0.2964  0.2493

Forces on the atoms, in the same order (eV/Å):
-0.287 0.143 0.317
-0.085 -0.034 0.034
-0.250 0.220 -0.258
0.020 0.013 -0.042
0.081 -0.007 0.064
0.017 0.019 0.010
-0.006 0.010 -0.008
-0.020 -0.001 0.006
0.028 -0.069 0.013
0.082 0.013 -0.102
0.387 -0.116 -0.012
-0.029 0.111 -0.028
0.041 0.005 0.029
-0.007 -0.019 0.035
0.016 -0.014 0.009
0.005 0.007 -0.007
0.010 0.007 -0.023
0.013 -0.006 -0.005
0.011 0.016 0.003
-0.005 0.006 0.006
0.001 0.005 -0.001
-0.001 -0.008 0.003
-0.011 0.002 -0.004
-0.011 0.008 -0.050
0.024 -0.005 -0.005
-0.010 -0.008 0.014
0.006 0.014 0.029
0.002 0.006 -0.012
0.010 -0.012 0.001
-0.118 0.120 -0.066
-0.038 -0.055 -0.298
0.013 0.033 0.100
0.097 -0.079 -0.113
-0.043 -0.053 -0.067
0.026 -0.028 -0.031
-0.018 0.028 0.002
-0.034 -0.027 0.001
0.036 0.036 0.021
-0.021 0.073 0.058
0.114 -0.173 0.314
0.001 -0.020 -0.151
0.052 0.014 0.106
-0.100 -0.177 0.108
-0.012 0.004 0.004
0.014 0.009 -0.003
0.011 -0.015 0.002
-0.007 0.000 -0.002

***

[3]
This record from the Open Molecules 2025 dataset describes a 8-piece molecular cluster, C16H20B4F28O8 overall. The level of theory is ωB97M-V/def2-TZVPD.

Output
LUMO: 6.324 eV
HOMO-LUMO gap: 5.6 eV
net charge: -4

Last column: Mulliken charge in e.
Atoms and positions in Å:
B -17.5731 -3.0037 8.1747  -0.0140
F -16.4723 -2.4903 8.8903  -0.2120
F -18.2259 -3.8509 9.0612  -0.0011
F -18.4241 -1.9351 7.8169  -0.2655
F -17.0904 -3.7288 7.0650  -0.4825
B -19.1067 -6.8314 11.4228  0.4080
F -18.4200 -6.9443 12.6480  -0.4380
F -20.4952 -6.8229 11.5883  -0.4448
F -18.6782 -5.6635 10.7850  -0.0097
F -18.7680 -7.9621 10.6760  -0.4381
B -15.0422 -5.7990 9.6343  0.1562
F -14.5459 -4.8902 10.5866  -0.3345
F -14.1874 -6.9154 9.4820  -0.4144
F -16.2404 -6.3407 10.1727  -0.3343
F -15.4339 -5.2019 8.4863  -0.1339
B -19.8540 -5.6017 4.3922  0.4352
F -20.5900 -6.4106 5.2708  -0.3711
F -20.4855 -4.3918 4.0221  -0.4364
F -18.6565 -5.3630 5.0682  -0.2339
F -19.4851 -6.2818 3.2199  -0.4118
C -15.3149 -1.8193 4.7020  -0.9553
C -16.4809 -1.2299 3.9276  -0.2277
O -16.3248 0.0742 3.3889  -0.2982
C -15.4393 0.2812 2.4368  0.4164
O -14.9235 -0.5691 1.7559  -0.5313
C -15.1278 1.7687 2.1362  0.8160
F -15.9828 2.5081 2.8840  -0.2515
F -13.9075 2.1719 2.4795  -0.2675
F -15.2281 2.0136 0.8280  -0.2543
H -15.4810 -2.7393 5.2615  0.3635
H -15.0056 -1.0367 5.4020  0.3002
H -14.3983 -1.9422 4.1180  0.3340
H -17.3686 -1.2595 4.5620  0.2775
H -16.8777 -1.8829 3.1435  0.3374
C -13.7429 -1.5341 8.0261  -0.6334
C -13.4250 -2.4285 9.2192  -0.0393
O -12.6105 -1.6497 10.1380  -0.2757
C -12.7452 -1.8555 11.4460  0.5479
O -13.6772 -2.4014 11.9767  -0.4449
C -11.5792 -1.2713 12.2642  0.7278
F -12.0400 -0.4786 13.2376  -0.2522
F -10.8317 -2.2449 12.7812  -0.2705
F -10.7762 -0.5014 11.4950  -0.2854
H -12.8760 -1.3848 7.3743  0.4316
H -14.0509 -0.5595 8.4124  0.2182
H -14.5088 -1.9549 7.3787  -0.2222
H -12.7296 -3.1620 8.8053  0.1915
H -14.2869 -2.9589 9.6228  0.2317
C -21.5153 -1.9810 6.4328  -1.3994
C -21.0917 -3.3013 6.9788  1.0608
O -22.2739 -4.0278 7.3770  -0.3936
C -22.0817 -5.2507 7.9019  0.4607
O -21.0386 -5.6709 8.3033  -0.3932
C -23.3414 -6.0869 7.9060  0.7880
F -23.2972 -7.1562 8.7165  -0.2507
F -24.4686 -5.4334 8.2047  -0.2925
F -23.4541 -6.5531 6.6405  -0.2497
H -22.2743 -1.9498 5.6518  0.3583
H -20.6047 -1.4905 6.0821  0.1831
H -21.8392 -1.3559 7.2745  0.3857
H -20.4086 -3.2531 7.8254  0.0894
H -20.5732 -3.7639 6.1338  -0.3284
C -19.0113 0.8049 8.7808  -1.2368
C -17.5769 1.1706 8.6344  0.2302
O -17.0498 1.6824 9.8881  -0.3797
C -16.6305 0.8214 10.7963  0.3629
O -16.7823 -0.3590 10.8038  -0.4048
C -15.9206 1.4894 11.9889  0.7974
F -16.7202 1.3152 13.0380  -0.2755
F -14.7509 0.8845 12.2138  -0.1882
F -15.6967 2.8258 11.8889  -0.2902
H -19.4566 0.6131 7.8052  0.3362
H -19.5658 1.6116 9.2738  0.4610
H -19.1997 -0.0310 9.4544  0.2499
H -17.4530 2.0126 7.9543  0.2502
H -16.9534 0.3072 8.3940  0.0612

Forces on the atoms, in the same order (eV/Å):
0.641 -2.231 1.273
0.649 1.095 -0.267
-0.533 0.561 -0.685
-0.294 0.823 -0.714
-0.371 1.097 -0.381
1.508 0.781 -1.177
-0.270 -0.079 1.148
-1.032 0.034 0.626
-0.861 -0.424 0.589
-0.148 -0.789 -0.364
-3.052 -1.501 1.791
1.096 0.393 -0.030
1.275 0.098 -0.475
0.683 -0.189 0.310
1.250 0.810 -1.567
1.734 -0.414 0.996
-1.079 0.141 -0.650
-0.493 0.002 0.020
0.136 0.773 -0.133
-0.581 -0.529 -0.947
1.210 1.470 -0.182
-1.508 -3.106 0.097
0.887 1.914 0.165
0.033 -1.628 -0.453
0.242 0.440 0.097
-0.847 -0.078 1.315
0.129 0.415 -1.054
0.517 -0.354 0.230
-0.603 0.236 0.060
-0.740 0.087 -0.096
-0.208 -0.170 0.420
-0.259 -0.242 -0.474
0.239 0.902 0.390
0.730 -0.054 -0.384
0.011 0.349 0.250
0.202 -0.552 -1.923
0.700 0.189 0.990
-2.112 -0.820 -0.690
1.284 0.594 0.257
-0.398 0.475 -1.140
0.171 -0.207 0.346
0.162 0.006 0.381
0.235 -0.055 0.259
0.265 0.103 0.239
-0.286 0.059 -0.258
-0.282 -0.149 0.526
-0.103 -0.395 0.506
0.013 0.404 0.482
0.234 1.470 1.190
0.658 -0.533 -0.699
-1.088 -0.718 -0.345
2.391 0.952 0.852
-0.971 -0.162 -0.300
0.126 -1.012 -0.566
0.175 0.510 -0.195
-0.463 0.423 0.055
-0.545 -0.129 0.057
0.047 -0.485 -0.031
-0.010 -0.076 -0.212
-0.346 0.181 -0.136
0.022 0.204 -0.088
-0.187 -0.797 0.563
-1.105 0.084 0.619
0.424 -0.522 0.483
0.392 1.179 0.234
-0.228 -0.769 -0.458
0.164 0.321 0.131
-0.080 -0.026 -0.457
0.006 0.070 0.777
-0.133 0.339 0.147
0.072 -0.381 -0.113
0.010 -0.220 0.092
0.075 0.432 -0.337
0.447 -0.411 -0.464
0.179 -0.163 -0.107
-0.205 -0.047 -0.407